This record from OMol25 describes an isolated molecule of C3H4Cl2NO2P in a non-equilibrium geometry. The level of theory is ωB97M-V/def2-TZVPD.

Results
**HOMO energy**: -11.366 eV
**Calculated total energy**: -43095.5602 eV
**Frontier orbital gap**: 11.49 eV
**Total charge**: 0
**ΔE to the lowest compared entry with this formula, charge and spin**: 0.0 kcal per mole

Last columns: bonded neighbours and bond lengths (Å).
Cartesian coordinates (Å):
1 C 0.2165 -2.9501 -0.2439  N4 1.158
2 C 0.6670 -0.4549 -0.0559  C3 1.591, N4 1.387, H10 1.092, H11 1.044
3 C -0.5484 0.4913 -0.4537  C2 1.591, O6 1.370, H12 1.169, H13 1.053
4 N 0.3747 -1.8081 -0.1344  C1 1.158, C2 1.387
5 O -3.0830 -0.3192 -1.7794  P7 1.474
6 O -1.6709 0.2341 0.2886  C3 1.370, P7 1.595
7 P -3.0978 -0.1433 -0.3162  O5 1.474, O6 1.595, Cl8 2.006, Cl9 2.053
8 Cl -3.6486 -1.7873 0.6928  P7 2.006
9 Cl -4.4121 1.3557 0.1746  P7 2.053
10 H 1.4957 -0.2066 -0.7215  C2 1.092
11 H 0.9069 -0.1329 0.9075  C2 1.044
12 H -0.1026 1.5678 -0.3542  C3 1.169
13 H -0.7304 0.0948 -1.4120  C3 1.053

Okay, here come the Mulliken numbers, in e, for every atom:
1 C -0.19
2 C -0.64
3 C -0.36
4 N 0.08
5 O -0.55
6 O -0.21
7 P 0.87
8 Cl -0.15
9 Cl -0.19
10 H 0.36
11 H 0.34
12 H 0.27
13 H 0.37